1.
The following is a quantum chemistry calculation of a structure of composition C34H51BBrN10OPb, from OMol25.

XYZ file:
```
99
Properties=species:S:1:pos:R:3:forces:R:3
Pb 0.3046 0.2942 0.2295 -0.284 -0.077 -0.088
C -1.1336 -2.0070 2.9918 0.097 0.109 0.029
C 0.3509 -1.8567 3.0338 0.095 -0.014 0.021
C 1.2676 -2.4604 3.9025 -0.028 0.015 -0.033
C 2.4946 -1.9045 3.5910 -0.106 -0.122 0.044
C 3.8234 -2.1796 4.2116 -0.019 0.093 -0.051
N 2.3025 -1.0294 2.5841 0.162 0.045 0.120
N 0.9901 -1.0042 2.2369 0.021 -0.110 0.036
B 3.2923 0.0178 2.0352 -0.295 0.065 -0.062
N 3.5811 -0.2294 0.5393 0.129 -0.128 0.067
N 2.5881 -0.2363 -0.3830 -0.081 0.207 0.058
C 3.1416 -0.4791 -1.5694 0.083 -0.074 -0.026
C 2.3338 -0.5553 -2.8238 0.066 0.064 0.133
C 4.5184 -0.6532 -1.4104 -0.056 0.070 -0.013
C 4.7595 -0.4863 -0.0569 -0.009 -0.005 -0.163
C 6.0630 -0.5562 0.6661 -0.091 0.013 0.035
N 2.6683 1.4347 2.2151 0.155 -0.086 0.212
N 1.4440 1.7709 1.7315 0.104 0.026 -0.106
C 1.1650 3.0027 2.1513 0.005 0.107 0.088
C -0.1246 3.6804 1.8173 0.181 -0.108 -0.080
C 2.2245 3.4771 2.9282 0.024 -0.068 -0.028
C 3.1562 2.4524 2.9486 -0.068 0.214 -0.023
C 4.4852 2.4373 3.6270 -0.049 -0.083 -0.016
H -1.4348 -3.0112 3.2865 -0.021 -0.001 -0.030
H -1.5946 -1.3039 3.6896 -0.027 -0.020 -0.012
H -1.5118 -1.8023 1.9913 -0.081 -0.039 -0.001
H 1.0606 -3.1978 4.6600 0.020 0.010 -0.001
H 3.7163 -2.9588 4.9626 0.010 -0.004 0.006
H 4.5483 -2.5133 3.4685 0.005 0.003 0.013
H 4.2241 -1.2872 4.6937 0.027 -0.030 0.009
H 4.3094 -0.0370 2.6482 0.057 0.005 -0.019
H 1.2677 -0.5784 -2.5952 -0.002 -0.036 -0.072
H 2.5471 0.2902 -3.4831 -0.008 -0.007 -0.006
H 2.5863 -1.4629 -3.3716 -0.076 -0.017 -0.024
H 5.2413 -0.8700 -2.1789 0.006 -0.007 0.026
H 6.8556 -0.7761 -0.0453 0.015 0.001 0.008
H 6.2908 0.3898 1.1578 0.024 -0.020 0.010
H 6.0544 -1.3362 1.4274 0.014 0.013 0.005
H -0.6986 3.0846 1.1051 -0.023 0.078 0.076
H -0.7220 3.8124 2.7201 -0.053 -0.010 -0.012
H 0.0566 4.6699 1.3969 0.001 0.021 -0.012
H 2.3021 4.4337 3.4170 0.007 -0.011 -0.006
H 4.6703 3.4143 4.0673 0.022 0.000 0.002
H 4.5192 1.6911 4.4213 0.010 -0.004 -0.013
H 5.2862 2.2144 2.9226 0.016 0.007 0.025
N 1.2003 2.3498 -1.2699 -0.172 0.097 -0.044
C 0.2582 3.2371 -1.9683 0.060 -0.041 -0.107
C -0.6307 2.4041 -2.8822 0.073 0.025 0.184
N -1.4488 1.4667 -2.1240 -0.140 -0.006 0.093
C -2.8450 1.8563 -1.9338 0.010 0.020 0.078
C -3.1217 2.7611 -0.7355 0.078 -0.103 -0.018
N -2.7811 2.1128 0.5297 0.222 -0.194 -0.167
H 1.7983 1.8912 -1.9504 0.121 0.076 0.060
H 1.7983 2.8776 -0.6430 0.067 -0.066 -0.001
H -0.3520 3.7574 -1.2292 0.059 -0.028 0.036
H 0.7829 3.9915 -2.5638 -0.046 0.041 0.002
H -1.2546 3.0681 -3.4912 0.030 0.022 -0.039
H 0.0262 1.8585 -3.5675 -0.104 -0.060 -0.034
H -1.4032 0.5334 -2.5032 0.010 0.012 -0.101
H -3.2278 2.3754 -2.8221 -0.066 -0.060 -0.047
H -3.4346 0.9436 -1.8081 0.020 -0.015 -0.017
H -2.5351 3.6795 -0.8164 -0.028 0.031 -0.016
H -4.1787 3.0473 -0.7940 0.016 0.057 -0.028
H -3.0447 2.6917 1.3165 -0.067 -0.042 0.024
H -3.2612 1.2243 0.6143 -0.070 0.010 0.043
Br 1.6197 -3.6078 -0.9680 0.029 -0.024 -0.005
C 0.2941 -3.5343 -2.3252 -0.040 0.074 0.021
C 0.1321 -4.6182 -3.1757 -0.026 -0.057 0.005
C -0.8835 -4.5411 -4.1130 0.015 -0.012 0.003
C -1.6849 -3.4089 -4.1543 -0.016 0.053 0.020
C -1.4169 -2.3859 -3.2617 -0.024 -0.059 -0.049
N -0.4310 -2.4375 -2.3656 0.005 0.083 0.126
H 0.7685 -5.4870 -3.0954 0.006 0.015 0.016
H -1.0524 -5.3601 -4.7997 0.006 -0.007 0.013
H -2.4979 -3.3228 -4.8616 0.008 0.014 0.006
H -2.0233 -1.4863 -3.2463 -0.014 -0.031 -0.048
C -4.9044 -6.7881 3.7182 0.016 0.008 0.005
C -4.5540 -5.6500 2.8044 -0.066 0.099 -0.006
C -3.3360 -5.5897 2.1437 0.018 -0.078 0.016
C -3.0077 -4.5360 1.3007 0.005 0.130 -0.073
C -1.6757 -4.5483 0.6061 0.029 -0.003 -0.010
C -3.9464 -3.5043 1.1106 0.023 -0.219 0.209
C -3.6756 -2.3721 0.2218 -0.049 0.204 -0.084
O -2.5826 -1.9480 -0.1047 -0.071 0.027 -0.029
C -5.1896 -3.5468 1.7785 0.064 0.082 -0.061
C -6.2086 -2.4411 1.6388 0.043 -0.058 -0.043
C -5.4651 -4.6122 2.6134 -0.002 -0.064 0.035
H -4.1780 -7.5964 3.6561 0.006 0.010 -0.009
H -5.8890 -7.1862 3.4714 0.008 -0.024 0.012
H -4.9437 -6.4439 4.7535 0.005 -0.018 0.004
H -2.6181 -6.3909 2.2809 -0.015 -0.004 -0.016
H -1.2311 -5.5421 0.6487 -0.018 -0.005 0.023
H -0.9848 -3.8438 1.0720 0.017 -0.038 -0.068
H -1.7690 -4.2444 -0.4348 0.034 -0.010 -0.045
H -4.5774 -1.8668 -0.1707 0.020 0.000 0.013
H -5.7709 -1.4651 1.8508 -0.043 0.016 -0.003
H -7.0300 -2.5954 2.3353 -0.005 -0.015 -0.007
H -6.6272 -2.4107 0.6307 -0.023 0.034 0.018
H -6.4158 -4.6458 3.1348 0.004 0.020 -0.011
```
Positions in Å, forces in eV/Å.

Values from the calculation:
Maximum force, hartree/bohr: 0.0066
Multiplicity: 1
Charge: +1
Frontier orbital gap, eV: 9.1
E, eV: -129000.58981
LUMO energy, eV: -1.85
Relative energy (zero: lowest compared OMol25 entry of this formula, charge and spin), kJ/mol: 0.0

2.
The following is a quantum chemistry calculation of a structure of composition C39H28AsCl3NO4OsS, from OMol25.

XYZ file:
```
78
Properties=species:S:1:pos:R:3:forces:R:3
Os 0.8011 0.4503 -0.3004 -0.130 -0.330 0.616
S -0.4693 1.5783 -1.6109 0.168 0.311 -0.106
C -2.1565 0.9987 -1.5707 -0.064 0.016 -0.024
C -3.0702 1.6149 -2.4177 0.054 -0.014 0.025
C -4.3898 1.1890 -2.4074 -0.041 -0.065 0.038
C -4.7928 0.1554 -1.5676 0.033 0.058 -0.046
C -3.8732 -0.4559 -0.7273 0.043 0.022 -0.007
C -2.5540 -0.0183 -0.7229 -0.108 -0.184 -0.014
As -1.1686 -0.7614 0.3741 0.044 0.068 -0.020
C -1.4391 -2.6623 0.2682 0.099 0.004 0.012
C -1.7279 -3.2503 -0.9609 0.088 -0.016 0.116
C -1.9071 -4.6228 -1.0299 0.007 -0.043 -0.082
C -1.8009 -5.4028 0.1151 0.013 -0.009 -0.058
C -1.5174 -4.8122 1.3361 0.024 0.034 0.040
C -1.3347 -3.4379 1.4162 0.005 -0.029 0.050
C -1.5801 -0.2512 2.1837 -0.029 0.138 -0.006
C -0.6578 -0.5298 3.1892 0.056 -0.040 0.043
C -0.9084 -0.1076 4.4858 0.019 -0.015 -0.007
C -2.0604 0.6107 4.7759 -0.013 0.003 0.003
C -2.9645 0.9110 3.7683 0.000 -0.004 -0.011
C -2.7268 0.4838 2.4689 0.065 -0.051 0.050
H -2.7518 2.4121 -3.0779 -0.002 0.000 0.004
H -5.1067 1.6606 -3.0659 -0.005 0.000 0.009
H -5.8224 -0.1758 -1.5693 -0.001 0.006 -0.014
H -4.1818 -1.2704 -0.0825 0.009 0.004 0.010
H -1.8183 -2.6445 -1.8532 0.005 0.022 -0.059
H -2.1279 -5.0897 -1.9816 -0.006 0.016 0.013
H -1.9441 -6.4732 0.0522 0.001 -0.003 -0.008
H -1.4463 -5.4171 2.2307 0.000 0.004 -0.003
H -1.1297 -2.9766 2.3748 -0.020 -0.028 -0.022
H 0.2673 -1.0500 2.9650 -0.077 0.054 0.018
H -0.1956 -0.3316 5.2687 -0.001 0.001 0.002
H -2.2489 0.9427 5.7884 -0.004 0.000 0.001
H -3.8568 1.4813 3.9895 0.000 0.000 -0.002
H -3.4305 0.7366 1.6889 -0.045 0.001 -0.047
Cl 1.3818 -6.5132 -2.1829 -0.004 -0.020 0.005
C 1.5492 -4.8214 -1.8701 0.007 -0.026 0.153
C 1.4228 -3.9132 -2.9122 -0.009 0.043 0.025
C 1.5258 -2.5561 -2.6582 -0.020 0.029 -0.109
C 1.7475 -2.1109 -1.3662 -0.103 0.308 0.102
O 1.9143 -0.7755 -1.1502 0.183 -0.283 -0.764
C 1.8955 -3.0195 -0.3215 0.049 0.048 0.258
C 2.1272 -2.5750 1.0640 -0.209 -0.241 -0.134
O 1.9634 -1.4422 1.4690 0.037 0.097 0.029
C 1.8026 -4.3829 -0.5828 -0.028 -0.100 -0.078
H 1.2491 -4.2730 -3.9171 -0.010 0.005 -0.002
H 1.4488 -1.8286 -3.4555 -0.004 -0.016 -0.013
H 2.4282 -3.3738 1.7654 0.053 0.048 -0.025
H 1.9128 -5.0973 0.2237 0.005 -0.011 -0.004
Cl 4.3502 7.7652 1.1246 -0.003 -0.006 -0.002
C 3.1019 7.6511 -0.0790 -0.035 0.008 0.008
C 2.9695 8.6699 -1.0054 -0.001 -0.001 -0.005
C 1.9694 8.5958 -1.9603 0.014 -0.002 0.007
C 1.1302 7.4945 -2.0001 -0.018 -0.010 0.002
C 1.2947 6.4731 -1.0818 0.021 -0.002 -0.029
Cl 0.2931 5.0616 -1.2125 -0.018 -0.006 0.022
C 2.2664 6.5304 -0.0800 0.040 0.041 -0.018
N 2.4392 5.4868 0.8356 0.021 -0.072 -0.014
C 1.4313 5.1703 1.7774 -0.020 0.021 0.041
C 0.3669 6.0322 2.0261 -0.005 -0.022 0.009
C -0.6151 5.6916 2.9405 0.007 -0.001 -0.016
C -0.5408 4.4932 3.6356 -0.015 -0.001 0.012
C 0.5228 3.6392 3.3993 0.025 0.004 -0.002
C 1.5089 3.9613 2.4738 0.005 0.014 0.015
C 2.6052 2.9525 2.1748 -0.032 0.008 -0.005
C 2.0983 2.0390 1.1134 0.013 -0.018 0.031
O 1.0879 1.2349 1.4467 -0.101 0.319 0.012
O 2.4863 1.9592 -0.0570 -0.026 -0.097 -0.002
H 3.6415 9.5152 -0.9635 0.000 -0.001 -0.001
H 1.8512 9.3917 -2.6820 0.000 0.001 0.001
H 0.3587 7.4083 -2.7522 0.002 0.001 0.001
H 3.3682 5.4841 1.2322 -0.004 0.006 0.007
H 0.3137 6.9758 1.4990 -0.005 0.007 -0.003
H -1.4349 6.3750 3.1191 0.002 -0.001 0.002
H -1.3004 4.2293 4.3590 0.001 -0.006 -0.003
H 0.5868 2.6945 3.9280 -0.007 0.011 -0.004
H 2.7941 2.3507 3.0648 0.024 -0.011 -0.009
H 3.5387 3.3949 1.8392 -0.016 0.005 -0.008
```
Positions in Å, forces in eV/Å.

Values from the calculation:
Maximum force, hartree/bohr: 0.0162
Multiplicity: 1
Charge: +1
Frontier orbital gap, eV: 6.2
E, eV: -162281.99907
LUMO energy, eV: -3.98
Relative energy (zero: lowest compared OMol25 entry of this formula, charge and spin), kJ/mol: 58.4

- Look up the multiplicity of the second one.
  1